1.
C8H9ClN2O | wB97M-V/def2-TZVPD

Structure (XYZ):
```
21
C8H9ClN2O (wB97M-V/def2-TZVPD)
H 0.06 0.36 2.99
N 0.48 -0.40 2.49
C 0.49 -0.58 1.20
C 1.41 -1.68 0.77
N 2.09 -2.07 1.82
O 1.57 -2.06 -0.36
C -0.27 0.28 0.26
C 0.43 0.97 -0.76
C -0.28 1.88 -1.60
C -1.68 2.01 -1.48
C -2.32 1.33 -0.44
C -1.67 0.42 0.44
H 1.74 -1.64 2.70
H 2.82 -2.81 1.90
H 1.48 1.01 -1.11
H 0.29 2.25 -2.42
H -2.20 2.59 -2.22
H -3.35 1.54 -0.35
H -2.06 -0.10 1.28
Cl 0.02 -1.41 -3.01
H 0.93 -1.88 -2.12
```

Lowest unoccupied orbital energy   -0.1 eV
Spin multiplicity   1
HOMO   -9.4 eV
Energy   -955.17389 Eh
SMILES   [H]/N=C(/C(N)=O)c1ccccc1.Cl
Energy relative to the best compared isomer or geometry (same formula, charge and spin)   82.7 kJ/mol

=====

2.
C8H9ClO3 | wB97M-V/def2-TZVPD

Structure (XYZ):
```
21
C8H9ClO3 (wB97M-V/def2-TZVPD)
O 1.36 -0.17 -1.47
C 0.98 -0.52 -0.34
C 0.79 -1.99 -0.03
C 0.59 -2.34 1.20
C 0.68 -1.41 2.43
C 0.74 -0.08 2.04
C 0.80 0.38 0.78
Cl 0.89 2.09 0.36
H 0.88 -2.63 -0.89
H 0.43 -3.38 1.58
H -0.23 -1.73 3.02
H 1.63 -1.75 2.90
H 0.56 0.80 2.80
C -0.85 2.00 -2.61
O -1.58 2.23 -1.42
C -1.85 1.14 -0.64
O -1.51 0.02 -0.71
H 0.34 2.11 -2.62
H -1.17 2.64 -3.36
H -1.03 1.01 -3.17
H -2.45 1.57 0.13
```

Lowest unoccupied orbital energy   0.2 eV
Spin multiplicity   1
HOMO   -9.6 eV
Energy   -996.06818 Eh
SMILES   O=C1C=CCC=C1Cl.COC=O
Energy relative to the best compared isomer or geometry (same formula, charge and spin)   305.7 kJ/mol

=====

3.
C8H9ClSi | wB97M-V/def2-TZVPD

Structure (XYZ):
```
19
C8H9ClSi (wB97M-V/def2-TZVPD)
Si 2.34 -2.30 1.22
C 1.25 -2.36 -0.33
C 1.26 -1.61 -1.44
Cl 2.71 -0.77 -1.85
H 1.69 -1.42 2.41
H 3.49 -1.56 0.69
H 3.00 -3.56 1.86
H 0.18 -2.91 -0.23
H 0.69 -1.45 -2.27
C -0.74 0.96 -1.08
C -1.60 0.22 -0.51
C -2.55 0.63 0.37
C -2.44 2.00 0.64
C -1.43 2.80 0.15
C -0.52 2.24 -0.80
H -3.18 -0.12 0.70
H -3.10 2.60 1.29
H -1.39 3.74 0.43
H 0.35 2.88 -1.27
```

Lowest unoccupied orbital energy   -0.4 eV
Spin multiplicity   1
HOMO   -9.5 eV
Energy   -1059.68346 Eh
SMILES   [SiH3]/C=C\Cl.C1=C=CC=CC=1
Energy relative to the best compared isomer or geometry (same formula, charge and spin)   618.2 kJ/mol

=====

4.
C8H9ClSi | wB97M-V/def2-TZVPD

Structure (XYZ):
```
19
C8H9ClSi (wB97M-V/def2-TZVPD)
C -2.63 1.68 0.34
C -2.63 0.33 0.16
C -1.46 2.45 0.05
C -1.48 -0.38 -0.15
C -0.30 1.79 -0.33
C -0.26 0.35 -0.25
C 2.77 -2.86 0.25
C 1.70 -2.09 0.42
Si 1.27 -0.63 -0.61
Cl 3.13 2.27 0.19
H -3.62 2.02 0.58
H -3.53 -0.12 0.31
H -1.33 3.47 0.00
H -1.63 -1.38 -0.24
H 0.68 2.17 -0.50
H 3.03 -3.83 0.86
H 3.50 -2.67 -0.53
H 0.88 -2.55 1.18
H 1.92 -0.04 -1.74
```

Lowest unoccupied orbital energy   -2.1 eV
Spin multiplicity   1
HOMO   -8.1 eV
Energy   -1059.78765 Eh
Energy relative to the best compared isomer or geometry (same formula, charge and spin)   344.7 kJ/mol

=====

5.
C8H9CuF5NO5 | wB97M-V/def2-TZVPD

Structure (XYZ):
```
29
C8H9CuF5NO5 (wB97M-V/def2-TZVPD)
Cu 0.11 1.19 0.37
O -2.26 0.58 -2.20
C -2.46 -0.53 -1.34
C -1.31 -1.53 -1.35
N -0.14 -1.14 -0.55
C 1.08 -1.07 -1.31
C 1.09 0.16 -2.27
O 1.77 0.06 -3.30
O 0.41 1.15 -1.88
C -0.11 -1.77 0.75
C -1.13 -1.13 1.74
O -1.68 -1.89 2.55
O -1.27 0.12 1.63
H -1.34 0.89 -2.07
H -2.65 -0.21 -0.31
H -3.36 -1.04 -1.71
H -1.68 -2.50 -0.99
H -1.00 -1.66 -2.39
H 1.91 -0.92 -0.62
H 1.29 -1.97 -1.91
H -0.31 -2.85 0.70
H 0.88 -1.62 1.19
F 0.94 3.84 1.21
C 1.37 2.49 1.21
F 2.65 2.57 0.62
C 1.71 2.26 2.68
F 2.26 1.04 2.87
F 2.61 3.15 3.20
F 0.63 2.34 3.47
```

Lowest unoccupied orbital energy   5.9 eV
Spin multiplicity   1
HOMO   -0.9 eV
Net charge   -2
Energy   -2881.11204 Eh
Energy relative to the best compared isomer or geometry (same formula, charge and spin)   24.8 kJ/mol

=====

6.
C8H9FI2O4RuSSm | wB97M-V/def2-TZVPD

Structure (XYZ):
```
27
C8H9FI2O4RuSSm (wB97M-V/def2-TZVPD)
I 2.38 -1.91 2.83
I 2.65 2.71 0.87
Sm 1.12 0.86 2.69
Ru -0.83 -0.97 0.92
S 1.31 -0.45 0.02
C -2.13 -2.15 0.21
C -1.42 -1.35 2.62
C 0.75 -0.07 -1.73
C 1.64 0.99 -2.37
C -0.69 0.40 -1.64
C 0.88 -1.38 -2.50
C -1.24 2.08 3.75
C -1.57 0.81 1.22
O -1.92 -1.44 3.68
O -2.87 -3.03 -0.02
O -2.28 2.42 4.10
O -2.52 1.49 1.24
H 1.33 1.19 -3.42
H 2.66 0.63 -2.37
H 1.59 1.91 -1.78
H -1.16 0.41 -2.63
H -0.68 1.40 -1.21
H -1.34 -0.27 -1.06
H 0.49 -1.20 -3.52
H 0.28 -2.17 -2.02
H 1.93 -1.69 -2.54
F 1.64 0.80 4.65
```

Lowest unoccupied orbital energy (spin up / spin down)   -17.4 / -19.5 eV
Spin multiplicity   11
HOMO (spin up / spin down)   -24.4 / -24.4 eV
Net charge   +4
Energy   -2455.56982 Eh
Energy relative to the best compared isomer or geometry (same formula, charge and spin)   31.6 kJ/mol

=====

7.
C8H9HfNS2 | wB97M-V/def2-TZVPD

Structure (XYZ):
```
21
C8H9HfNS2 (wB97M-V/def2-TZVPD)
Hf -0.93 2.00 -1.00
C -2.12 2.98 -2.58
H -2.24 2.48 -3.55
H -3.15 3.20 -2.25
H -1.70 3.97 -2.82
H -0.50 2.18 0.72
H 0.08 2.71 0.33
S -2.91 0.98 -0.19
C -1.68 -0.25 0.03
N -0.33 0.10 -0.29
C 0.58 -0.77 0.31
C 1.97 -0.68 0.21
C 2.73 -1.68 0.81
C 2.12 -2.71 1.56
C 0.72 -2.72 1.71
C -0.05 -1.76 1.07
S -1.80 -1.53 1.15
H 2.43 0.15 -0.33
H 3.83 -1.69 0.75
H 2.72 -3.52 2.02
H 0.23 -3.46 2.34
```

Lowest unoccupied orbital energy   -10.8 eV
Spin multiplicity   1
HOMO   -16.2 eV
Net charge   +2
Energy   -1208.62573 Eh
Energy relative to the best compared isomer or geometry (same formula, charge and spin)   60.0 kJ/mol

=====

8.
C8H9HgO6P | wB97M-V/def2-TZVPD

Structure (XYZ):
```
25
C8H9HgO6P (wB97M-V/def2-TZVPD)
O 3.15 2.73 -2.93
C 2.39 2.24 -2.24
Hg 1.01 1.32 -0.99
O 1.97 3.22 1.46
C 1.62 2.54 0.60
C 0.36 0.11 -2.55
O 0.02 -0.57 -3.42
C 2.43 -0.09 -0.44
O 3.21 -0.89 -0.14
C -0.43 2.75 -1.51
O -1.21 3.54 -1.82
C -2.55 -1.04 0.23
P -0.90 -0.94 0.86
C -0.81 -0.66 2.60
C 0.19 -2.20 0.25
O -0.58 0.48 0.41
H -3.17 -0.18 0.54
H -3.01 -1.94 0.60
H -2.60 -1.07 -0.87
H -1.17 -1.54 3.12
H 0.21 -0.44 2.96
H -1.43 0.20 2.93
H 1.22 -2.13 0.63
H -0.20 -3.16 0.59
H 0.26 -2.26 -0.85
```

Lowest unoccupied orbital energy   -8.3 eV
Spin multiplicity   1
HOMO   -17.3 eV
Net charge   +2
Energy   -1255.64923 Eh

=====

9.
C8H9IN2O3 | wB97M-V/def2-TZVPD

Structure (XYZ):
```
23
C8H9IN2O3 (wB97M-V/def2-TZVPD)
C 1.17 2.38 -0.41
N 0.86 1.23 -0.78
C -0.42 0.76 -0.96
C -0.82 -0.50 -0.47
C 0.00 -1.30 0.29
I -0.11 -3.41 0.02
C 0.97 -0.73 1.21
C 2.28 -1.35 1.43
N 0.78 0.50 1.82
O -0.36 0.96 2.01
O 1.76 1.14 2.21
C -2.16 -0.86 -1.03
C -2.44 0.48 -1.79
O -1.30 1.36 -1.75
H 2.24 2.46 -0.33
H 0.55 2.95 0.27
H 2.31 -2.28 0.91
H 3.07 -0.92 0.94
H 2.53 -1.62 2.52
H -2.13 -1.65 -1.72
H -2.86 -1.14 -0.28
H -2.79 0.35 -2.89
H -3.10 1.19 -1.20
```

Lowest unoccupied orbital energy (spin up / spin down)   -0.9 / -0.9 eV
Spin multiplicity   1
HOMO (spin up / spin down)   -8.0 / -8.0 eV
Energy   -942.94611 Eh
SMILES   C=NC1=C(/C(I)=C(/C)[N+](=O)[O-])CCO1

=====

10.
C8H9IN4O2 | wB97M-V/def2-TZVPD

Structure (XYZ):
```
24
C8H9IN4O2 (wB97M-V/def2-TZVPD)
C 1.75 -3.51 0.53
C 3.03 -3.00 0.32
C -2.57 -0.19 0.43
C -1.16 -0.36 0.31
C -3.40 -1.23 0.40
C -0.28 0.68 0.30
C 1.12 0.49 0.14
C -0.03 3.06 0.00
N 0.86 -2.54 0.36
N 2.16 1.08 0.05
N 1.52 -1.46 0.03
N 2.83 -1.71 0.03
O 3.72 -0.83 -0.26
O -0.74 1.95 0.51
I -5.48 -1.05 0.53
H 1.45 -4.50 0.77
H 4.00 -3.43 0.35
H -2.94 0.82 0.53
H -0.77 -1.36 0.22
H -3.06 -2.25 0.30
H -0.07 3.08 -1.09
H 1.01 3.08 0.33
H -0.56 3.93 0.39
H 3.07 0.51 -0.09
```

Lowest unoccupied orbital energy   -0.5 eV
Spin multiplicity   1
HOMO   -8.5 eV
Energy   -977.23711 Eh

=====

11.
C8H9IO2 | wB97M-V/def2-TZVPD

Structure (XYZ):
```
20
C8H9IO2 (wB97M-V/def2-TZVPD)
C -0.10 2.58 -0.34
C -0.25 1.00 -0.37
C -1.23 0.38 -0.96
C -1.17 -1.07 -1.33
C -0.30 -1.80 -0.60
O 0.13 -3.07 -0.92
C 1.06 -3.39 0.13
O 1.49 -2.25 0.74
C 0.45 -1.35 0.67
C 0.75 0.29 0.49
I 2.87 0.56 -0.01
H -0.55 3.09 0.54
H -0.71 2.79 -1.25
H 0.89 2.89 -0.57
H -1.94 1.04 -1.41
H -1.79 -1.58 -2.12
H 0.69 -4.24 0.67
H 2.00 -3.77 -0.36
H -0.28 -1.48 1.50
H 0.58 0.76 1.41
```

Lowest unoccupied orbital energy   0.4 eV
Spin multiplicity   1
HOMO   -8.1 eV
Energy   -758.32099 Eh
SMILES   CC1=CC=C2OCO[C@H]2[C@H]1I
Energy relative to the best compared isomer or geometry (same formula, charge and spin)   45.8 kJ/mol

=====

12.
C8H9N | wB97M-V/def2-TZVPD

Structure (XYZ):
```
18
C8H9N (wB97M-V/def2-TZVPD)
C 2.50 2.04 -1.88
C 1.77 1.42 -1.10
C 0.78 0.62 -0.47
C -0.53 0.85 -0.53
C -1.00 -0.31 0.25
N -2.45 -0.63 0.38
C 0.02 -0.29 1.51
C 1.03 -0.62 0.36
C -0.11 -1.42 -0.24
H 3.16 2.50 -2.57
H -0.98 1.83 -0.65
H -2.73 -0.90 1.30
H -3.10 0.16 0.17
H -0.25 -1.14 2.24
H 0.15 0.68 2.05
H 1.99 -0.96 0.26
H -0.09 -1.46 -1.36
H -0.15 -2.38 0.29
```

Lowest unoccupied orbital energy   0.8 eV
Spin multiplicity   1
HOMO   -8.3 eV
Energy   -364.82245 Eh
SMILES   C#CC1=C[C@]2(N)C[C@H]1C2
Energy relative to the best compared isomer or geometry (same formula, charge and spin)   411.8 kJ/mol